The following is a quantum chemistry calculation of C3H2ClIO as an isolated structure at a distorted geometry, from the Open Molecules 2025 dataset.

Last column: Löwdin charge in e.
Atoms and positions in Å:
1 C 0.346291 -0.299627 -0.444447  -0.5854
2 C -1.711931 0.476721 1.148631  -0.7050
3 C -0.905910 0.137269 0.311982  -0.1635
4 O 2.027687 0.142214 -0.843345  -0.3180
5 Cl -3.000736 0.836341 1.968606  0.8028
6 I 1.087210 -2.153052 0.371926  0.8452
7 H 0.126725 -0.275159 -1.513024  0.0616
8 H 2.030665 1.135292 -1.000329  0.0624

Cartesian forces, eV/Å:
C 0.81 -0.72 -0.99
C 1.83 -0.84 -2.18
C 3.45 0.54 0.02
O -3.10 2.40 1.27
Cl -2.02 0.66 1.56
I -0.75 0.26 -0.32
H -0.22 -0.78 0.39
H 0.01 -1.52 0.25

Calculated values
Orbital gap in eV: 9.05
Largest force on an atom in eV/A: 4.12
DFT total energy in eV: -25808.825

The following is a quantum chemistry calculation of a 2-piece molecular cluster, C3H2ClIO overall at a distorted geometry, from the Open Molecules 2025 dataset.

Last column: Löwdin charge in e.
Atoms and positions in Å:
1 C -0.544913 -0.352189 -0.258160  -0.1188
2 C 0.085812 0.045840 0.815972  -0.7321
3 C 0.838819 -1.213883 -1.599521  -0.8043
4 O 1.967046 -1.219903 -1.321778  0.0575
5 Cl -0.071601 -1.716952 -2.900632  0.7439
6 I -0.858585 1.330149 2.168798  0.7781
7 H -1.405388 -0.296937 -0.739861  -0.0089
8 H 1.214383 -0.253379 0.869220  0.0847

Cartesian forces, eV/Å:
C 6.78 -1.82 -0.41
C 1.49 -0.59 -0.82
C -3.06 2.31 4.32
O 0.83 -0.35 -0.48
Cl -0.25 -0.70 -1.59
I 0.27 -0.21 0.16
H -3.91 0.45 -1.61
H -2.15 0.90 0.44

Calculated values
Orbital gap in eV: 9.39
Largest force on an atom in eV/A: 7.03
DFT total energy in eV: -25810.689

The following is a quantum chemistry calculation of one molecule with the formula C3H2ClN3O, from the Open Molecules 2025 dataset.

Last column: Löwdin charge in e.
Atoms and positions in Å:
1 H 0.388804 2.879704 -1.864202  0.0572
2 N 1.012478 2.274845 -1.323954  0.1553
3 C 0.301242 1.337329 -0.859914  -0.4781
4 N -1.096475 1.246464 -1.082944  0.1522
5 C -1.715152 0.279949 -0.557924  -0.1448
6 O -1.159605 -0.695049 0.232054  -0.0041
7 C 0.185559 -0.558695 0.413861  -0.8015
8 Cl 0.781826 -1.820456 1.402064  0.7768
9 N 0.905778 0.355000 -0.042393  0.1460
10 H -2.785375 0.142786 -0.658418  0.1409

Cartesian forces, eV/Å:
H 0.21 -0.01 0.03
N -0.49 -0.22 -0.04
C 0.30 0.31 0.18
N -0.29 -0.41 0.06
C 0.28 0.42 -0.01
O -0.02 -0.04 -0.11
C -0.24 0.14 -0.01
Cl 0.01 0.04 -0.03
N 0.17 -0.14 -0.07
H 0.06 -0.08 0.00

Calculated values
Orbital gap in eV: 10.61
Largest force on an atom in eV/A: 0.54
DFT total energy in eV: -22182.746

The following is a quantum chemistry calculation of one molecule with the formula C3H2ClN3O2 at a distorted geometry, from the Open Molecules 2025 dataset.

Last column: Löwdin charge in e.
Atoms and positions in Å:
1 C -0.700345 1.130567 -0.368477  0.0479
2 C -0.611368 1.182916 -1.765979  -0.8368
3 C 0.599404 -0.943550 0.968288  -0.4739
4 N 0.709872 -0.485315 -1.380600  0.0702
5 N -0.129782 -0.580942 2.078574  0.1924
6 N 0.354619 -0.095741 -0.222376  -0.0135
7 O 1.306098 -1.914418 0.797760  0.1015
8 O 0.232389 0.229544 -2.311587  -0.0217
9 Cl -1.306770 2.142394 -2.956003  0.7409
10 H -0.637225 0.264568 2.194102  0.0794
11 H 0.183110 -0.930022 2.966299  0.1136

Cartesian forces, eV/Å:
C 1.73 -1.62 -1.00
C 0.23 -0.35 2.50
C 0.26 -1.15 -0.38
N 2.32 -2.70 1.06
N 1.19 -0.58 -0.70
N -3.91 3.66 -1.65
O -0.83 1.40 0.97
O -0.60 0.72 0.22
Cl -0.32 0.36 -0.01
H -0.32 0.85 -0.88
H 0.25 -0.59 -0.12

Calculated values
Orbital gap in eV: 9.13
Largest force on an atom in eV/A: 5.60
DFT total energy in eV: -24226.518

The following is a quantum chemistry calculation of one molecule with the formula C3H2ClNO at a distorted geometry, from the Open Molecules 2025 dataset.

Last column: Löwdin charge in e.
Atoms and positions in Å:
1 O -1.201129 -1.755940 2.989074  0.1065
2 C -1.410368 -0.966270 2.111164  -0.6851
3 Cl -3.065547 -0.147731 1.951137  0.5885
4 C -0.398670 -0.518924 1.263120  -0.2938
5 N 0.532151 0.290068 1.088566  0.1954
6 C 0.790029 -1.044575 0.595641  -0.0897
7 H 1.309341 -1.750371 1.152037  0.0764
8 H 0.915808 -1.018446 -0.492035  0.1019

Cartesian forces, eV/Å:
O -0.44 0.87 -1.36
C -2.81 -0.43 2.98
Cl 1.32 -0.69 -0.09
C 1.76 -0.16 -2.19
N 0.00 2.08 1.84
C -1.01 -0.08 -2.36
H 1.70 -0.82 0.89
H -0.51 -0.77 0.29

Calculated values
Orbital gap in eV: 9.88
Largest force on an atom in eV/A: 4.12
DFT total energy in eV: -19200.386

The following is a quantum chemistry calculation of one molecule with the formula C3H2ClNO at a distorted geometry, from the Open Molecules 2025 dataset.

Last column: Löwdin charge in e.
Atoms and positions in Å:
1 C 0.727721 -0.760678 0.022695  -0.1427
2 C 1.431074 0.366049 0.017751  0.2421
3 C -0.696961 -0.415913 -0.018812  -0.6952
4 N -0.754928 0.859833 0.024733  -0.1818
5 O -1.596530 1.737966 -0.003296  0.0076
6 Cl -2.149725 -1.455366 0.011214  0.5933
7 H 1.291850 -1.700329 -0.091450  0.1158
8 H 1.747500 1.368435 0.037163  0.0609

Cartesian forces, eV/Å:
C 2.21 0.56 -0.55
C -3.71 -0.64 0.11
C -1.19 -1.58 0.31
N 1.38 1.54 -0.20
O 0.29 -0.85 0.11
Cl 0.96 0.40 -0.10
H -0.99 0.07 0.28
H 1.06 0.49 0.04

Calculated values
Orbital gap (spin up / spin down) in eV: 7.23 / 7.23
Largest force on an atom in eV/A: 3.76
DFT total energy in eV: -19196.546

The following is a quantum chemistry calculation of one molecule with the formula C3H2ClNO at a distorted geometry, from the Open Molecules 2025 dataset.

Last column: Löwdin charge in e.
Atoms and positions in Å:
1 Cl -0.083163 1.690055 -1.775946  0.6518
2 C -0.023653 0.607308 -0.409698  -0.6537
3 C -1.043799 0.049690 0.386183  -0.1256
4 N -0.583794 -1.068022 0.983643  0.0111
5 O 0.720413 -1.139313 0.876687  -0.0297
6 C 1.059736 -0.185882 -0.069393  -0.0983
7 H -2.137075 0.043635 0.310398  0.1233
8 H 2.091336 0.002529 -0.301873  0.1211

Cartesian forces, eV/Å:
Cl -0.03 -0.31 1.06
C 1.32 -1.33 0.05
C -0.64 -3.18 -0.34
N -3.04 1.74 1.34
O 1.57 1.81 -2.81
C 0.03 1.03 0.58
H 0.58 0.72 0.13
H 0.21 -0.49 -0.02

Calculated values
Orbital gap in eV: 10.61
Largest force on an atom in eV/A: 3.75
DFT total energy in eV: -19200.923

The following is a quantum chemistry calculation of C3H2ClNO as an isolated structure at a distorted geometry, from the Open Molecules 2025 dataset.

Last column: Löwdin charge in e.
Atoms and positions in Å:
1 C -0.769406 0.432798 0.606141  -0.1886
2 C -0.723324 -0.382493 -0.675320  -0.7135
3 C 1.177764 -0.004614 0.244391  -0.0172
4 N 0.523384 -0.344276 -0.953461  0.0213
5 O -1.472885 1.247038 1.152083  0.0966
6 Cl -2.065715 -1.068793 -1.526488  0.6911
7 H 1.747853 0.807407 0.184833  0.0264
8 H 1.582329 -0.687068 0.967821  0.0838

Cartesian forces, eV/Å:
C 0.69 1.42 1.66
C 0.04 0.47 0.16
C -4.69 -0.47 1.36
N -0.62 -1.82 -0.95
O 1.71 -2.39 -1.70
Cl 0.79 0.40 0.17
H 2.47 3.37 -0.47
H -0.39 -0.99 -0.22

Calculated values
Orbital gap in eV: 8.96
Largest force on an atom in eV/A: 4.91
DFT total energy in eV: -19200.036

The following is a quantum chemistry calculation of a 2-piece molecular cluster, C3H2ClNO2 overall at a distorted geometry, from the Open Molecules 2025 dataset.

Last column: Löwdin charge in e.
Atoms and positions in Å:
1 O -0.979774 -1.011895 2.035871  0.2131
2 C -1.592343 -0.426564 1.265830  -0.2990
3 C -2.146226 0.287986 0.337173  -0.5641
4 Cl -2.789883 -0.517698 -1.022507  0.6367
5 H -1.966259 1.262322 0.231521  0.0307
6 N 0.849145 -1.780435 -0.947755  0.1931
7 C 1.005031 -0.904942 -0.148956  -0.4838
8 O 1.379492 -0.056756 0.487306  0.2014
9 H -0.034388 -1.967911 -1.410379  0.0718

Cartesian forces, eV/Å:
O 0.07 -0.80 1.03
C 0.60 0.32 0.05
C -0.74 -2.74 -0.27
Cl -0.55 -0.52 -0.71
H 0.52 3.68 -0.02
N -1.11 -1.70 -1.14
C -0.24 -1.54 -2.27
O 1.15 3.30 3.12
H 0.31 -0.01 0.21

Calculated values
Orbital gap in eV: 9.47
Largest force on an atom in eV/A: 4.68
DFT total energy in eV: -21249.153

The following is a quantum chemistry calculation of a 2-piece molecular cluster, C3H2ClNO2 overall at a distorted geometry, from the Open Molecules 2025 dataset.

Last column: Löwdin charge in e.
Atoms and positions in Å:
1 N 0.136745 0.471271 3.064980  0.1788
2 C 0.037940 0.342119 1.828139  -0.2164
3 C 0.021218 0.118486 0.540463  -0.5009
4 Cl 1.489694 0.243948 -0.444119  0.6274
5 H -0.140464 1.234036 3.554882  0.0235
6 H -0.763376 -0.251005 0.001878  0.0202
7 O 0.027532 0.403623 -2.810888  0.1236
8 C -0.263629 -0.720123 -2.850454  -0.4605
9 O -0.545659 -1.842356 -2.884881  0.2043

Cartesian forces, eV/Å:
N 0.63 -3.94 -4.35
C 0.30 0.86 2.75
C 2.50 0.57 0.62
Cl -0.14 0.15 1.12
H -0.90 3.17 1.34
H -2.05 -0.83 -0.90
O -0.50 -0.39 -0.50
C 0.21 0.53 -0.14
O -0.06 -0.12 0.05

Calculated values
Orbital gap in eV: 9.38
Largest force on an atom in eV/A: 5.91
DFT total energy in eV: -21249.585